Here is C10H17BaNO2 as an isolated structure at a distorted geometry from the Open Molecules 2025 dataset. Energies are from the ωB97M-V functional and the def2-TZVPD basis.

Geometry as XYZ:
```
31
Properties=species:S:1:pos:R:3:forces:R:3
C -0.0116 -0.1393 -2.4901 -0.57 0.82 2.38
C 2.2930 -1.7630 -0.7115 0.48 -0.19 0.43
C 0.8214 0.9289 -2.3566 -0.95 -0.38 -2.11
H -1.1202 0.0777 -2.3629 1.22 -0.09 -1.38
C 2.3825 -0.6797 0.0607 0.59 -0.50 0.51
H 2.6664 -2.7186 -0.2996 -0.58 0.56 0.16
H 0.5029 1.7768 -3.0152 -0.22 -0.09 1.52
H 2.6780 -0.8128 1.1029 0.08 -0.33 -0.13
C 2.2155 1.0671 -1.7991 -0.34 0.39 -0.46
H 2.4529 2.1303 -1.9739 0.19 -0.38 0.32
H 2.9303 0.5031 -2.4034 0.25 0.03 0.39
C 0.3254 -1.5917 -2.3549 -0.01 -0.17 0.27
H 0.0267 -1.9587 -3.3448 0.24 -0.40 -0.02
H -0.3103 -2.1630 -1.6172 0.58 0.80 -0.54
C 1.8222 -1.8937 -2.1262 -0.45 -0.60 -0.71
H 2.4085 -1.3084 -2.8452 -0.11 -0.19 0.19
H 1.9538 -2.9501 -2.3991 0.15 0.24 -0.07
C 2.3170 0.7554 -0.2835 -0.27 0.92 -1.50
H 3.2282 1.2805 0.0366 -0.12 -0.37 0.37
H 1.4742 1.2557 0.2150 0.29 -0.02 -0.08
Ba -2.5473 -1.4212 0.4951 -0.34 -2.44 0.20
H -0.9817 -0.4187 -0.1275 1.37 -1.00 -2.37
N -1.0010 0.7001 1.3218 -0.26 1.85 2.43
C -1.9268 1.8134 0.9050 0.28 0.69 0.21
C -3.1374 1.0657 0.4256 -0.87 -0.83 -0.76
O -3.7923 0.4556 1.3585 -0.01 1.34 -0.73
O -3.2002 0.7159 -0.7981 -0.37 0.83 1.62
H -0.9826 0.6806 2.3473 -0.13 0.35 0.07
H -0.0439 0.9319 1.0720 -0.44 -0.38 -0.29
H -2.2177 2.4478 1.7510 0.25 -0.08 -0.17
H -1.5106 2.4340 0.1009 0.08 -0.37 0.25
```
Forces are in eV/Å.

HOMO-LUMO gap = 0.191 hartree
lowest unoccupied orbital energy = -0.4065 eV
largest force on an atom = 3.06 eV/Å
HOMO energy = -5.61 eV
energy relative to the best compared isomer or geometry (same formula, charge and spin) = 25.5 kcal per mole
electronic energy = -621.78500 a.u.

Charges per atom according to Mulliken partitioning, unit e: atom 1 (C): -0.140, atom 2 (C): -0.361, atom 3 (C): -0.408, atom 4 (H): 0.098, atom 5 (C): -0.280, atom 6 (H): 0.341, atom 7 (H): 0.336, atom 8 (H): 0.350, atom 9 (C): -1.108, atom 10 (H): 0.393, atom 11 (H): 0.384, atom 12 (C): 0.124, atom 13 (H): 0.415, atom 14 (H): -0.159, atom 15 (C): -0.994, atom 16 (H): 0.332, atom 17 (H): 0.398, atom 18 (C): -0.056, atom 19 (H): 0.379, atom 20 (H): -0.037, atom 21 (Ba): 1.430, atom 22 (H): -0.299, atom 23 (N): -0.757, atom 24 (C): 0.098, atom 25 (C): 0.036, atom 26 (O): -0.787, atom 27 (O): -0.613, atom 28 (H): 0.249, atom 29 (H): -0.009, atom 30 (H): 0.370, atom 31 (H): 0.272

Here is C10H17BeNO as an isolated structure at a distorted geometry from the Open Molecules 2025 dataset. Energies are from the ωB97M-V functional and the def2-TZVPD basis.

Geometry as XYZ:
```
30
Properties=species:S:1:pos:R:3:forces:R:3
C -1.2044 0.8739 -2.5879 1.02 0.90 0.09
C 0.1904 0.6701 -2.8447 -0.57 1.35 0.40
C 0.9381 1.4595 -1.9086 -1.09 0.08 -0.44
C 0.0035 2.1382 -1.0637 -0.32 -0.44 -0.86
C -1.3230 1.7798 -1.4843 0.85 -0.14 -0.57
Be -0.2709 -0.6324 -0.1721 -0.95 -0.02 -2.58
N -1.7304 -1.2626 -0.3728 -0.30 0.73 1.07
C -0.6814 -2.4466 -0.6237 -1.25 -1.57 -0.71
C 0.4794 -2.0113 -1.4451 0.97 0.84 -0.01
H 2.0236 1.5484 -1.8699 -0.22 -0.15 0.12
H 0.6116 0.0433 -3.6303 -0.12 0.05 0.34
H 0.2539 2.8369 -0.2667 -0.04 -0.12 -0.09
H -2.2548 2.1495 -1.0493 0.25 -0.20 -0.04
H -2.0273 0.4121 -3.1333 0.22 -0.03 0.30
H 0.4649 -2.1522 -2.5421 -0.51 0.37 0.64
H -1.2848 -3.1067 -1.2274 -0.29 -0.92 0.09
H -2.6382 -1.2476 0.2571 2.69 -0.97 -1.11
H 1.5482 -2.0198 -1.1026 -1.19 -0.22 0.27
H -0.2634 -2.9536 0.2373 -0.47 -0.25 0.82
C -0.5325 0.1265 2.8063 -1.59 -0.45 1.74
C 0.5494 0.5114 1.8508 0.67 -1.59 -0.25
C 1.8763 0.5435 2.5162 1.94 -0.05 1.17
O 0.7484 -0.3818 0.8160 0.42 0.37 1.35
H -0.3662 -0.8566 3.3171 0.09 0.53 -0.58
H -1.5566 0.0869 2.3735 0.79 -0.03 -0.14
H -0.6032 0.8726 3.6342 0.14 -0.22 -0.34
H 0.3056 1.4715 1.4892 -0.28 1.51 -0.66
H 2.1099 -0.4655 2.9554 -0.32 0.77 -0.24
H 2.6718 0.7044 1.7535 -0.58 0.13 0.46
H 1.9618 1.3084 3.3181 0.03 -0.26 -0.24
```
Forces are in eV/Å.

HOMO-LUMO gap = 0.154 hartree
lowest unoccupied orbital energy = 5.8700 eV
largest force on an atom = 3.06 eV/Å
HOMO energy = 1.68 eV
charge = -2
energy relative to the best compared isomer or geometry (same formula, charge and spin) = 0.0 kcal per mole
electronic energy = -535.83661 a.u.

Charges per atom according to Mulliken partitioning, unit e: atom 1 (C): -0.586, atom 2 (C): -0.257, atom 3 (C): -0.739, atom 4 (C): -0.828, atom 5 (C): -0.591, atom 6 (Be): -1.025, atom 7 (N): 0.181, atom 8 (C): -0.266, atom 9 (C): -0.605, atom 10 (H): 0.330, atom 11 (H): 0.562, atom 12 (H): 0.695, atom 13 (H): 0.327, atom 14 (H): 0.301, atom 15 (H): 0.291, atom 16 (H): 0.459, atom 17 (H): -0.029, atom 18 (H): 0.016, atom 19 (H): 0.050, atom 20 (C): -1.414, atom 21 (C): 1.270, atom 22 (C): -1.501, atom 23 (O): -0.390, atom 24 (H): 0.241, atom 25 (H): 0.214, atom 26 (H): 0.450, atom 27 (H): -0.110, atom 28 (H): 0.266, atom 29 (H): 0.325, atom 30 (H): 0.365